Record 1
Below is one molecule with the formula C22H28ClN3O2, with properties calculated with ωB97M-V/def2-TZVPD.

```
! RIJCOSX wB97M-V def2-TZVPD def2/J DEFGRID3
* xyz 0 1
C 1.3185 2.6966 2.3552
N 1.0226 2.5434 0.9549
C 1.7311 3.4073 0.0443
C 0.0512 1.6818 0.5140
C -0.9138 1.1535 1.3846
C -1.8599 0.2548 0.9409
C -1.8912 -0.1565 -0.3866
C -2.8524 -1.2291 -0.8373
C -2.4767 -2.5646 -0.1435
N -1.0564 -2.6403 0.1042
C -0.5555 -2.4795 1.3419
O -1.1760 -2.6519 2.3680
C 0.9186 -2.0590 1.3887
O 1.4070 -1.7794 0.0953
C 2.4203 -0.8856 -0.0575
C 2.7075 -0.5178 -1.3738
C 3.7101 0.3858 -1.6510
C 4.4386 0.9375 -0.6069
Cl 5.6871 2.0905 -0.9450
C 4.1774 0.5712 0.7006
C 3.1745 -0.3425 0.9767
N -4.2156 -0.8713 -0.4987
C -4.6299 0.4091 -1.0504
C -6.1584 0.4140 -0.9280
C -6.5324 -1.0620 -0.7116
C -5.2236 -1.8131 -0.9479
C -0.9571 0.3833 -1.2588
C -0.0074 1.2872 -0.8283
H 1.1879 1.7483 2.8758
H 2.3598 2.9994 2.4656
H 0.6834 3.4512 2.8371
H 2.0340 4.3115 0.5719
H 1.0831 3.7024 -0.7813
H 2.6272 2.9266 -0.3640
H -0.9341 1.4566 2.4194
H -2.5909 -0.1379 1.6302
H -2.7422 -1.3590 -1.9364
H -2.9686 -2.6157 0.8296
H -2.7878 -3.4168 -0.7536
H -0.4448 -2.3942 -0.6619
H 1.5089 -2.8509 1.8681
H 0.9447 -1.1681 2.0259
H 2.1249 -0.9542 -2.1690
H 3.9251 0.6688 -2.6694
H 4.7573 0.9937 1.5060
H 3.0032 -0.6270 2.0023
H -4.1584 1.2211 -0.4959
H -4.3300 0.4990 -2.1100
H -6.6176 0.8189 -1.8288
H -6.4784 1.0218 -0.0840
H -6.8645 -1.2210 0.3130
H -7.3196 -1.3969 -1.3847
H -5.1681 -2.7397 -0.3768
H -5.1032 -2.0531 -2.0209
H -0.9617 0.0856 -2.2994
H 0.7144 1.6630 -1.5353
*
```

Properties
- SMILES = CN(C)c1ccc([C@@H](CNC(=O)COc2ccc(Cl)cc2)N2CCCC2)cc1
- LUMO (eV) = 0.668

=====

Record 2
Below is C22H28CoN5S2Si as an isolated structure in a non-equilibrium geometry, with properties calculated with ωB97M-V/def2-TZVPD.

```
! RIJCOSX wB97M-V def2-TZVPD def2/J DEFGRID3
* xyz -1 2
Co -0.4508 -0.3187 0.0954
C -4.0902 -1.3796 0.1684
C -3.3710 -1.1935 -1.1345
C -3.9783 -1.4849 -2.3423
C -3.2373 -1.3200 -3.5181
C -1.9405 -0.8794 -3.4671
C -1.3694 -0.5769 -2.2032
N -2.1176 -0.7342 -1.0769
N -0.1204 -0.1711 -1.9402
Si 0.9823 0.5313 -3.0450
C 2.4675 1.1984 -2.1125
C 0.1529 1.9539 -3.9782
C 1.6738 -0.6889 -4.3139
H -5.1518 -1.5589 0.0070
H -3.9641 -0.5000 0.8008
H -3.6731 -2.2320 0.7084
H -4.9989 -1.8410 -2.3665
H -3.6902 -1.5550 -4.4748
H -1.3386 -0.7732 -4.3594
H 2.2233 2.0922 -1.5355
H 3.2754 1.4453 -2.8074
H 2.8421 0.4495 -1.4101
H -0.4706 2.5176 -3.2796
H -0.4896 1.6087 -4.7916
H 0.8877 2.6419 -4.4039
H 2.1635 -1.5209 -3.8022
H 2.4178 -0.1967 -4.9461
H 0.9036 -1.1082 -4.9652
S 0.3175 -2.4612 0.6552
C -0.7506 -2.8955 1.9255
C -0.8326 -4.2970 2.2300
N -0.8793 -5.4219 2.4641
C -1.5033 -2.0231 2.6608
S -1.3746 -0.2690 2.4080
C -2.4525 -2.4460 3.6268
N -3.2330 -2.7509 4.4199
C 1.6155 0.8418 4.2022
N 1.5593 -0.1329 3.1293
C 2.0468 -1.4274 3.5661
C 2.2732 0.3072 1.9244
C 1.6443 1.5207 1.2923
C 2.2396 2.7706 1.4618
C 1.6742 3.9099 0.9065
C 0.4938 3.7902 0.1847
C -0.0897 2.5392 0.0161
C 0.4710 1.3741 0.5474
H 0.9849 0.5084 5.0281
H 1.2442 1.8018 3.8483
H 2.6429 0.9804 4.5808
H -0.0397 -0.1637 2.7576
H 3.1237 -1.4028 3.8047
H 1.8796 -2.1634 2.7784
H 1.5057 -1.7401 4.4603
H 2.2255 -0.5259 1.2207
H 3.3354 0.5029 2.1569
H 3.1619 2.8503 2.0306
H 2.1453 4.8768 1.0386
H 0.0366 4.6678 -0.2595
H -1.0027 2.4728 -0.5720
*
```

Properties
- relative energy (zero: lowest compared OMol25 entry of this formula, charge and spin) (kJ/mol) = 32.51
- LUMO (alpha / beta) (eV) = 2.566 / 2.692

=====

Record 3
Below is one molecule with the formula C22H28FNO3, with properties calculated with ωB97M-V/def2-TZVPD.

```
! RIJCOSX wB97M-V def2-TZVPD def2/J DEFGRID3
* xyz 0 1
C -2.9666 -6.3633 -0.8208
O -1.9155 -5.4480 -1.0035
C -2.1761 -4.2637 -1.6441
C -3.4447 -3.8934 -2.0699
C -3.6588 -2.6667 -2.6721
C -2.6065 -1.7953 -2.8543
C -1.3236 -2.1422 -2.4531
C -0.1847 -1.1625 -2.6523
O 0.9168 -1.7458 -3.3055
C 0.2279 -0.5402 -1.3003
C -0.9346 0.1670 -0.6102
C -0.4617 0.7968 0.6971
N 0.5981 1.7563 0.4449
C 0.9540 2.5125 1.6296
C 1.6301 3.8450 1.2697
C 1.7904 4.6873 2.5001
C 0.7842 5.5604 2.8966
C 0.9057 6.3112 4.0515
C 2.0511 6.1749 4.8135
F 2.1798 6.9051 5.9440
C 3.0690 5.3135 4.4500
C 2.9280 4.5727 3.2905
C 1.7408 1.0914 -0.1561
C 1.3497 0.4770 -1.4944
C -1.0964 -3.3855 -1.8534
O 0.1990 -3.6444 -1.4634
C 0.6895 -4.9699 -1.4746
H -3.7564 -5.9500 -0.1855
H -3.3949 -6.6835 -1.7759
H -2.5193 -7.2224 -0.3223
H -4.2803 -4.5581 -1.9236
H -4.6535 -2.3983 -2.9930
H -2.7695 -0.8357 -3.3195
H -0.5186 -0.3627 -3.3226
H 1.1919 -2.4938 -2.7571
H 0.5860 -1.3512 -0.6564
H -1.3172 0.9538 -1.2623
H -1.7446 -0.5341 -0.4022
H -1.2960 1.3227 1.1690
H -0.1281 -0.0018 1.3866
H 0.0340 2.7391 2.1756
H 1.6105 1.9385 2.3083
H 2.6061 3.6588 0.8214
H 1.0039 4.3527 0.5357
H -0.1047 5.6569 2.2908
H 0.1316 6.9942 4.3641
H 3.9500 5.2325 5.0671
H 3.7171 3.8975 2.9936
H 2.5299 1.8282 -0.3153
H 2.1379 0.3036 0.5129
H 2.2163 0.0008 -1.9542
H 1.0025 1.2698 -2.1588
H 1.7764 -4.8777 -1.4574
H 0.3590 -5.5300 -0.5988
H 0.3853 -5.5002 -2.3797
*
```

Properties
- SMILES = COc1cccc([C@H](O)C2CCN(CCc3ccc(F)cc3)CC2)c1OC
- relative energy (zero: lowest compared OMol25 entry of this formula, charge and spin) (kJ/mol) = 0.00
- LUMO (eV) = 0.694

=====

Record 4
Below is C22H28GeN3O3RhS as an isolated structure, with properties calculated with ωB97M-V/def2-TZVPD.

```
! RIJCOSX wB97M-V def2-TZVPD def2/J DEFGRID3
* xyz 0 1
Rh 0.3002 -0.0794 -0.5391
C 4.6608 -4.8830 3.7606
O 3.4226 -4.2984 3.3992
C 3.4054 -3.4297 2.3578
C 4.5640 -3.0843 1.6220
C 4.4297 -2.2041 0.5867
C 3.2014 -1.6062 0.2187
C 3.1778 -0.7018 -0.8972
C 4.4337 -0.4468 -1.6995
O 2.1732 -0.0763 -1.3039
C 2.0350 -1.9529 0.9818
O 0.8502 -1.5127 0.7622
C 2.1904 -2.8820 2.0403
H 4.4491 -5.5362 4.6024
H 5.3857 -4.1253 4.0669
H 5.0766 -5.4746 2.9418
H 5.5324 -3.4978 1.8558
H 5.3204 -1.9508 0.0288
H 5.1938 0.0299 -1.0781
H 4.1781 0.2171 -2.5209
H 4.8586 -1.3682 -2.0956
H 1.3135 -3.1503 2.6138
C 2.1006 3.1319 -0.6843
N 0.9092 2.8416 0.0776
C 0.6277 3.2726 1.3647
C -0.5860 2.8323 1.7050
N -1.1026 2.1338 0.6006
C -0.0934 2.0114 -0.3814
S -0.3990 1.6270 -2.0209
C -2.0419 1.1073 0.7081
C -3.2833 1.3246 1.2646
C -4.1310 0.2336 1.3968
C -3.7209 -1.0000 0.9394
C -2.4628 -1.1454 0.3493
N -1.6292 -0.0956 0.2560
H 2.7748 3.7161 -0.0614
H 1.8502 3.6961 -1.5834
H 2.5832 2.2032 -0.9847
H 1.3165 3.8868 1.9168
H -1.1423 2.9434 2.6172
H -3.5690 2.3216 1.5664
H -5.1111 0.3568 1.8386
H -4.3582 -1.8694 1.0229
H -2.4537 -3.2618 0.3763
C -1.9472 -4.5026 -2.5865
Ge -2.6432 -2.7508 -2.0712
C -2.0376 -1.3818 -3.3111
C -4.6023 -2.7849 -2.0291
C -2.0214 -2.4464 -0.2066
H -2.2703 -4.7773 -3.5912
H -2.2861 -5.2747 -1.8949
H -0.8562 -4.4849 -2.5754
H -2.3983 -1.6316 -4.3112
H -0.9491 -1.3256 -3.3320
H -2.4156 -0.3999 -3.0316
H -5.0074 -2.9728 -3.0238
H -4.9886 -1.8248 -1.6831
H -4.9674 -3.5646 -1.3588
H -0.9366 -2.5256 -0.1803
*
```

Properties
- relative energy (zero: lowest compared OMol25 entry of this formula, charge and spin) (kJ/mol) = 0.00
- LUMO (eV) = 0.581